28
Properties=species:S:1:pos:R:3 method="wB97M-V/def2-TZVPD" orbital_gap_ev=9.45 multiplicity=1 lumo_ev=0.57 energy_ha=-976.16248 fmax_ha_per_bohr=0.075 smiles="O=C(O)[C@@H](CS)CCc1ccccc1"
O -1.62 -1.73 -0.70
C -1.36 -0.61 -0.29
O -1.54 -0.20 0.96
C -1.15 0.37 -1.38
C -0.86 1.84 -0.94
S -2.32 2.55 -0.20
C 0.11 -0.08 -2.24
C 1.40 0.28 -1.41
C 1.63 -0.30 -0.06
C 1.81 0.34 1.14
C 2.17 -0.33 2.33
C 2.13 -1.72 2.34
C 1.74 -2.43 1.17
C 1.50 -1.70 -0.03
H -1.78 -0.84 1.57
H -2.00 0.26 -1.99
H -0.65 2.44 -1.88
H 0.09 1.98 -0.23
H -2.05 2.02 1.21
H 0.15 0.55 -3.08
H -0.02 -1.09 -2.65
H 1.59 1.37 -1.19
H 2.40 0.18 -1.99
H 1.77 1.47 1.11
H 2.50 0.26 3.18
H 2.61 -2.25 3.26
H 1.84 -3.57 1.14
H 1.27 -2.16 -0.97


26
Properties=species:S:1:pos:R:3 method="wB97M-V/def2-TZVPD" orbital_gap_ev=8.18 multiplicity=1 lumo_ev=0.26 energy_ha=-825.44503 fmax_ha_per_bohr=0.107
C -0.05 0.29 0.11
C 0.68 0.00 1.19
C -2.00 1.09 1.36
C -1.24 0.81 2.69
C -0.74 -1.68 -1.57
C 0.68 -2.11 -1.98
C -0.63 1.50 0.75
C -0.21 -0.20 -1.27
C 0.08 1.12 2.04
C 2.29 -0.44 -1.10
C 1.14 -0.66 -2.03
S 2.90 1.10 -1.16
H -2.54 0.17 0.90
H -2.82 1.72 1.59
H -1.47 1.51 3.38
H -1.43 -0.16 3.06
H -1.49 -1.46 -2.29
H -1.11 -2.07 -0.74
H 1.20 -2.67 -1.32
H 0.82 -2.81 -2.92
H -0.66 2.41 0.32
H -0.51 0.69 -1.91
H 0.63 1.78 2.61
H 1.32 -0.85 1.27
H 1.47 -0.23 -2.96
H 3.71 1.14 -0.02


36
Properties=species:S:1:pos:R:3 method="wB97M-V/def2-TZVPD" charge=+1 orbital_gap_ev=6.94 multiplicity=1 lumo_ev=-5.58 energy_ha=-1895.85389 fmax_ha_per_bohr=0.053
C 4.38 -0.47 1.31
O 3.24 0.23 1.71
C 2.73 1.14 0.77
C 2.28 0.53 -0.55
C 1.00 1.05 -1.21
C -0.26 1.10 -0.38
C -0.88 -0.27 -0.05
I -0.06 -1.22 1.70
C -0.91 -1.29 -1.21
S 0.55 -2.33 -1.52
C -2.07 -2.21 -0.75
O -2.21 -3.36 -0.97
O -2.93 -1.48 -0.02
C -2.41 -0.14 0.04
C -3.06 0.54 1.22
F -2.83 -0.14 2.37
F -2.51 1.78 1.35
C -4.58 0.67 1.05
F -5.07 1.45 2.05
F -4.83 1.28 -0.14
H 4.14 -1.31 0.65
H 5.12 0.18 0.83
H 4.82 -0.91 2.20
H 1.91 1.65 1.25
H 3.51 1.88 0.58
H 2.22 -0.56 -0.50
H 3.11 0.84 -1.30
H 0.79 0.45 -2.08
H 1.22 2.05 -1.59
H -1.00 1.60 -0.98
H -0.16 1.71 0.51
H -1.19 -0.81 -2.14
H 0.07 -2.90 -2.63
H -2.74 0.32 -0.89
H -5.06 -0.31 1.08
Ag 3.65 -0.75 -1.76